1.
Density functional theory data (wB97M-V/def2-TZVPD) for C7H18ClGaI2OP2 as an isolated structure in a non-equilibrium geometry.

Lowest unoccupied orbital energy (spin up / spin down): -10.323 / -10.323 eV
Total charge: +2
Gap between HOMO and LUMO (spin up / spin down): 6.162 / 6.161 eV
E_tot: -109261.2645 eV
Molar mass: 539.2 g mol⁻¹

Cartesian coordinates (Å):
I1 1.701 -2.727 -1.251
I2 1.093 -3.384 1.704
Ga1 -0.052 0.216 -0.158
P1 2.024 0.969 0.609
C1 3.314 -0.299 0.649
C2 2.646 2.348 -0.417
H1 3.553 2.762 0.051
H2 2.762 2.272 2.494
H3 1.914 3.165 -0.396
H4 0.999 2.262 2.342
H5 3.323 -0.845 -0.303
H6 2.828 2.014 -1.451
C3 1.894 1.628 2.292
H7 4.300 0.154 0.829
H8 1.796 0.779 2.991
H9 3.048 -1.031 1.417
P2 -2.008 -0.958 -0.674
C4 -1.765 -2.728 -0.967
C5 -3.224 -0.817 0.662
H10 -3.048 0.792 -1.979
H11 -3.799 -0.753 -2.292
H12 -2.175 -0.381 -3.046
C6 -2.819 -0.266 -2.159
H13 -3.253 0.231 0.986
H14 -4.221 -1.064 0.268
H15 -2.673 -3.180 -1.390
H16 -1.473 -3.191 -0.020
H17 -2.900 -1.463 1.496
H18 -0.920 -2.875 -1.652
Cl1 -1.065 2.187 0.061
O1 1.074 -0.165 -3.131
C7 0.875 -0.489 -2.017

2.
Density functional theory data (wB97M-V/def2-TZVPD) for C15H22As2GaSTe as an isolated structure.

Lowest unoccupied orbital energy: -2.534 eV
Total charge: +1
Gap between HOMO and LUMO: 7.866 eV
E_tot: -208087.8251 eV
Molar mass: 581.6 g mol⁻¹
Energy above the lowest of the compared OMol25 structures with the same formula, charge and spin: 18.4 kJ/mol

Cartesian coordinates (Å):
Ga1 0.091 -1.296 0.561
C1 -1.225 2.272 1.847
As1 0.167 1.248 0.991
C2 1.756 1.799 1.954
C3 0.417 2.106 -0.723
C4 0.154 3.464 -0.889
C5 0.360 4.068 -2.120
C6 0.830 3.322 -3.193
C7 1.093 1.971 -3.036
C8 0.887 1.359 -1.802
As2 1.246 -0.524 -1.590
C9 0.620 -1.305 -3.241
C10 3.168 -0.648 -1.740
H1 -0.856 3.264 2.099
H2 -1.520 1.754 2.757
H3 -2.085 2.345 1.185
H4 1.832 2.884 1.913
H5 2.639 1.357 1.495
H6 1.688 1.470 2.989
H7 -0.219 4.059 -0.064
H8 0.152 5.122 -2.243
H9 0.987 3.793 -4.154
H10 1.450 1.397 -3.882
H11 1.315 -1.078 -4.047
H12 -0.365 -0.907 -3.477
H13 0.546 -2.383 -3.112
H14 3.478 -0.169 -2.665
H15 3.458 -1.697 -1.749
H16 3.639 -0.152 -0.894
C11 1.467 -1.883 1.798
H17 2.372 -1.305 1.615
H18 1.683 -2.943 1.683
H19 1.126 -1.709 2.818
Te1 -2.149 -1.863 -0.441
C12 -2.912 -2.877 1.228
C13 -4.224 -3.146 1.475
C14 -4.411 -3.870 2.692
C15 -3.244 -4.125 3.338
S1 -1.907 -3.505 2.463
H20 -5.035 -2.842 0.828
H21 -5.377 -4.181 3.062
H22 -3.092 -4.646 4.269

3.
Density functional theory data (wB97M-V/def2-TZVPD) for C9H7AlCl2LaNO3 as an isolated structure in a non-equilibrium geometry.

Lowest unoccupied orbital energy: -17.465 eV
Total charge: +4
Gap between HOMO and LUMO: 4.151 eV
E_tot: -49534.5349 eV
Molar mass: 414.0 g mol⁻¹
Energy above the lowest of the compared OMol25 structures with the same formula, charge and spin: 0.0 kJ/mol

Cartesian coordinates (Å):
Al1 -1.087 0.241 -5.420
La1 1.596 0.216 -1.094
Cl1 -2.587 -0.117 -3.935
Cl2 2.777 1.837 -2.677
C1 2.079 2.375 -0.086
C2 0.660 -0.768 -5.704
C3 -0.354 2.117 -6.381
O1 2.134 3.452 0.348
O2 1.470 -1.575 -5.965
O3 0.118 3.140 -6.729
C4 -1.240 -1.706 4.291
C5 -0.644 -0.994 3.116
C6 0.694 -0.589 3.055
C7 1.205 -0.071 1.876
N1 0.348 0.235 0.855
C8 -0.990 -0.070 0.924
C9 -1.484 -0.670 2.061
H1 -0.983 -2.771 4.328
H2 -0.917 -1.254 5.230
H3 -2.327 -1.632 4.209
H4 1.352 -0.721 3.915
H5 2.276 0.087 1.653
H6 -1.553 0.128 0.018
H7 -2.544 -0.891 2.115

4.
Density functional theory data (wB97M-V/def2-TZVPD) for C24H22Cl2IrN7O10 as an isolated structure in a non-equilibrium geometry.

Lowest unoccupied orbital energy (spin up / spin down): -1.120 / -1.120 eV
Total charge: 0
Gap between HOMO and LUMO (spin up / spin down): 6.809 / 6.809 eV
E_tot: -84029.2899 eV
Molar mass: 831.6 g mol⁻¹
Energy above the lowest of the compared OMol25 structures with the same formula, charge and spin: 0.0 kJ/mol

Cartesian coordinates (Å):
Ir1 -1.012 -0.645 1.543
N1 -2.082 0.673 2.687
C1 -3.509 0.310 2.869
C2 -4.419 1.445 2.407
C3 -4.220 1.941 0.955
C4 -5.053 1.263 -0.139
N2 -4.494 -0.005 -0.613
C5 -3.335 -0.097 -1.260
N3 -2.787 -1.305 -1.469
N4 -2.743 0.982 -1.752
C6 -3.847 -0.998 2.166
O1 -5.012 -1.342 2.064
O2 -2.830 -1.659 1.706
H1 -1.594 0.822 3.564
H2 -1.977 1.517 2.127
H3 -3.713 0.112 3.922
H4 -4.252 2.296 3.071
H5 -5.444 1.112 2.564
H6 -3.164 1.889 0.668
H7 -4.488 2.999 0.941
H8 -5.170 1.932 -0.995
H9 -6.054 1.046 0.227
H10 -4.824 -0.832 -0.129
H11 -3.152 -2.060 -0.907
H12 -1.783 -1.345 -1.569
H13 -3.110 1.900 -1.577
H14 -1.883 0.931 -2.282
N5 8.753 0.243 2.476
C7 7.609 0.133 2.436
C8 6.164 0.002 2.402
C9 5.578 -1.254 2.522
C10 4.199 -1.371 2.538
C11 3.396 -0.239 2.416
C12 3.993 1.014 2.277
C13 5.372 1.137 2.274
C14 1.958 -0.358 2.348
C15 0.757 -0.462 2.310
H15 6.206 -2.133 2.590
H16 3.728 -2.342 2.614
H17 3.363 1.886 2.159
H18 5.840 2.106 2.164
Cl1 -1.267 3.693 -1.002
C16 0.018 3.187 0.130
Cl2 -0.358 3.737 1.785
C17 0.183 1.668 0.109
O3 1.238 1.208 -0.246
O4 -0.912 1.039 0.465
H19 0.936 3.666 -0.174
O5 1.642 -2.665 0.379
C18 0.847 -2.098 -0.325
O6 -0.374 -1.704 -0.003
C19 1.193 -1.879 -1.779
C20 2.073 -2.753 -2.400
C21 2.452 -2.506 -3.703
C22 2.039 -1.398 -4.406
C23 1.166 -0.551 -3.761
C24 0.717 -0.776 -2.473
N6 0.709 0.655 -4.488
O7 1.345 1.014 -5.446
O8 -0.287 1.230 -4.071
N7 3.366 -3.463 -4.379
O9 3.700 -3.205 -5.517
O10 3.711 -4.439 -3.752
H20 2.457 -3.613 -1.869
H21 2.383 -1.212 -5.413
H22 0.059 -0.078 -1.977

Copy entry 4 word for word.
Density functional theory data (wB97M-V/def2-TZVPD) for C24H22Cl2IrN7O10 as an isolated structure in a non-equilibrium geometry.

Lowest unoccupied orbital energy (spin up / spin down): -1.120 / -1.120 eV
Total charge: 0
Gap between HOMO and LUMO (spin up / spin down): 6.809 / 6.809 eV
E_tot: -84029.2899 eV
Molar mass: 831.6 g mol⁻¹
Energy above the lowest of the compared OMol25 structures with the same formula, charge and spin: 0.0 kJ/mol

Cartesian coordinates (Å):
Ir1 -1.012 -0.645 1.543
N1 -2.082 0.673 2.687
C1 -3.509 0.310 2.869
C2 -4.419 1.445 2.407
C3 -4.220 1.941 0.955
C4 -5.053 1.263 -0.139
N2 -4.494 -0.005 -0.613
C5 -3.335 -0.097 -1.260
N3 -2.787 -1.305 -1.469
N4 -2.743 0.982 -1.752
C6 -3.847 -0.998 2.166
O1 -5.012 -1.342 2.064
O2 -2.830 -1.659 1.706
H1 -1.594 0.822 3.564
H2 -1.977 1.517 2.127
H3 -3.713 0.112 3.922
H4 -4.252 2.296 3.071
H5 -5.444 1.112 2.564
H6 -3.164 1.889 0.668
H7 -4.488 2.999 0.941
H8 -5.170 1.932 -0.995
H9 -6.054 1.046 0.227
H10 -4.824 -0.832 -0.129
H11 -3.152 -2.060 -0.907
H12 -1.783 -1.345 -1.569
H13 -3.110 1.900 -1.577
H14 -1.883 0.931 -2.282
N5 8.753 0.243 2.476
C7 7.609 0.133 2.436
C8 6.164 0.002 2.402
C9 5.578 -1.254 2.522
C10 4.199 -1.371 2.538
C11 3.396 -0.239 2.416
C12 3.993 1.014 2.277
C13 5.372 1.137 2.274
C14 1.958 -0.358 2.348
C15 0.757 -0.462 2.310
H15 6.206 -2.133 2.590
H16 3.728 -2.342 2.614
H17 3.363 1.886 2.159
H18 5.840 2.106 2.164
Cl1 -1.267 3.693 -1.002
C16 0.018 3.187 0.130
Cl2 -0.358 3.737 1.785
C17 0.183 1.668 0.109
O3 1.238 1.208 -0.246
O4 -0.912 1.039 0.465
H19 0.936 3.666 -0.174
O5 1.642 -2.665 0.379
C18 0.847 -2.098 -0.325
O6 -0.374 -1.704 -0.003
C19 1.193 -1.879 -1.779
C20 2.073 -2.753 -2.400
C21 2.452 -2.506 -3.703
C22 2.039 -1.398 -4.406
C23 1.166 -0.551 -3.761
C24 0.717 -0.776 -2.473
N6 0.709 0.655 -4.488
O7 1.345 1.014 -5.446
O8 -0.287 1.230 -4.071
N7 3.366 -3.463 -4.379
O9 3.700 -3.205 -5.517
O10 3.711 -4.439 -3.752
H20 2.457 -3.613 -1.869
H21 2.383 -1.212 -5.413
H22 0.059 -0.078 -1.977

- Number 3 is which compound?
  C9H7AlCl2LaNO3

- Which formula does entry 1 have?
  C7H18ClGaI2OP2